A molecular structure, C16H19NO3S. Source: the Open Molecules 2025 dataset; level of theory: ωB97M-V/def2-TZVPD.

CARTESIAN COORDINATES (ANGSTROEM)
C (4.157, 1.202, -0.860)
C (2.599, 0.863, -1.073)
C (1.589, 1.660, -0.632)
C (0.375, 1.427, -0.795)
C (0.069, 0.271, -1.505)
C (1.095, -0.638, -1.716)
C (2.485, -0.238, -1.510)
H (3.117, -1.174, -2.040)
H (0.733, -1.740, -2.212)
S (-1.694, -0.194, -1.462)
O (-1.783, -1.818, -1.634)
O (-2.225, 0.537, -2.373)
N (-2.235, 0.182, -0.056)
C (-2.169, -1.155, 1.055)
C (-0.673, -1.489, 1.030)
C (-0.089, -2.596, 0.814)
C (1.180, -2.776, 0.822)
C (2.083, -1.950, 1.470)
C (1.402, -0.905, 1.847)
C (0.213, -0.521, 1.859)
H (-0.163, 0.380, 1.985)
H (2.300, -0.127, 2.494)
H (3.064, -2.324, 1.620)
H (1.620, -3.881, 0.680)
H (-0.893, -3.627, 0.105)
H (-2.654, -0.858, 1.956)
H (-2.640, -1.791, 0.474)
C (-3.550, 0.691, 0.232)
H (-4.091, 0.587, -0.497)
C (-3.191, 2.401, 0.055)
O (-2.245, 2.687, 0.916)
H (-2.462, 2.552, 1.687)
H (-4.148, 2.874, 0.145)
H (-2.716, 2.588, -1.063)
H (-3.884, 0.722, 1.148)
H (-0.424, 1.927, -0.294)
H (2.015, 2.590, -0.371)
H (4.361, 2.169, -0.125)
H (4.741, 0.311, -0.398)
H (4.734, 1.180, -1.776)

As for the HOMO-LUMO gap: 9.428 eV. The relative energy (zero: lowest compared OMol25 entry of this formula, charge and spin) comes out at 407.9 kcal per mole. For the LUMO energy, the calculation gives 0.4 eV. The highest occupied orbital energy is -9.015 eV.